C29H37CeN2Se | the ωB97M-V functional and the def2-TZVPD basis

Geometry as ORCA input:
```
! RIJCOSX wB97M-V def2-TZVPD def2/J DEFGRID3
* xyz 1 1
C 1.42095 -2.00380 -0.18981
C 1.93000 -1.32522 -1.35208
C 0.94578 -1.42653 -2.38968
C -0.14698 -2.20395 -1.88740
C 0.12757 -2.53543 -0.52018
Ce -0.06485 0.06374 -0.43442
C -2.07247 1.77230 -2.43845
C -2.16216 1.23342 -1.01127
H -2.04295 2.00927 -0.23494
C -2.56683 -0.03376 -0.60623
H -2.95926 -0.80371 -1.28032
H -2.73229 -0.23295 0.46387
C -2.94987 3.02725 -2.51503
H -2.54435 3.82827 -1.88751
H -2.99945 3.39537 -3.54411
H -3.96373 2.80438 -2.17056
C -2.57696 0.73430 -3.44133
H -1.93642 -0.15757 -3.47902
H -3.59128 0.41744 -3.17682
H -2.61049 1.15117 -4.45327
C 3.24307 -0.62934 -1.45549
H 3.43638 0.05536 -0.61471
H 4.06091 -1.36571 -1.46739
H 3.30927 -0.03725 -2.37487
C 1.08897 -0.90129 -3.77646
H 1.60358 0.06662 -3.78728
H 1.66811 -1.59984 -4.40333
H 0.11410 -0.75456 -4.25950
C -1.29317 -2.71974 -2.68981
H -1.37715 -2.19990 -3.65157
H -1.17430 -3.79302 -2.92170
H -2.24663 -2.61048 -2.15482
C -0.78519 -3.27590 0.39746
H -1.82128 -3.24877 0.03524
H -0.49047 -4.33381 0.47511
H -0.78228 -2.86662 1.42063
C 2.09091 -2.06359 1.14284
H 1.37617 -2.19136 1.96903
H 2.79799 -2.90695 1.19009
H 2.66546 -1.14858 1.35948
C 0.36491 2.40501 -1.83317
C -0.63601 2.21196 -2.80204
C 1.71876 2.50016 -2.23112
C -0.33660 2.51370 -4.13620
H 0.10000 2.58713 -0.76560
C 2.00504 2.78646 -3.56455
H 2.50977 2.40419 -1.47947
C 0.96664 2.83760 -4.50291
H -1.13432 2.49511 -4.88549
H 3.03395 2.98375 -3.87558
H 1.17003 3.12554 -5.53397
C 1.51949 2.23221 4.52129
N 0.71717 1.04026 4.32969
C -0.01082 0.77792 3.21138
Se -0.13824 1.94654 1.78440
N -0.65539 -0.41077 3.46157
C -0.34782 -0.88242 4.74091
C -0.79552 -1.98533 5.45337
C -0.33099 -2.11663 6.77208
C 0.53900 -1.16033 7.33092
C 0.97422 -0.05833 6.59332
C 0.51883 0.04087 5.28837
H 1.93916 2.19981 5.52842
H 0.90282 3.13123 4.40795
H 2.33324 2.27162 3.78815
H -1.30530 -0.83771 2.81586
H -1.47440 -2.69263 4.97752
H -0.64496 -2.96490 7.38132
H 0.87633 -1.28634 8.35977
H 1.63250 0.71506 6.97939
*
```

Properties
total energy: -4113.07256 Ha
highest occupied orbital energy (alpha / beta): -8.7 / -8.8 eV
LUMO (alpha / beta): -2.577 / -2.577 eV
max |F|: 1.76 eV Å⁻¹
gap between HOMO and LUMO (alpha / beta): 0.2259 / 0.2269 Eh

Atomic partial charges in e from the Löwdin method, atoms 1 to 2:
1 C -0.33
2 C -0.32

C4H11N3 | the ωB97M-V functional and the def2-TZVPD basis

Geometry as ORCA input:
```
! RIJCOSX wB97M-V def2-TZVPD def2/J DEFGRID3
* xyz 0 1
H 0.64347 1.79909 1.00366
N 0.54914 1.69846 -0.03213
N 1.33481 0.91117 -0.57157
C 2.32040 0.21834 0.20789
H 2.22953 -0.84171 -0.02795
H 2.21572 0.37255 1.29318
H 3.30582 0.54620 -0.13275
C -1.82579 0.49342 -0.93790
C -0.97761 -0.66279 -1.19917
N -0.31971 -1.34606 -0.33532
C -0.69051 -1.24910 1.05457
H -0.92502 1.30413 -0.47390
H -2.52618 0.35392 -0.11584
H -2.34068 0.86531 -1.81924
H -0.62033 -0.77356 -2.21990
H -0.03077 -1.89024 1.63903
H -1.72176 -1.57432 1.22103
H -0.62055 -0.22482 1.44632
*
```

Properties
relative energy (zero: lowest compared OMol25 entry of this formula, charge and spin): 98.6 kcal/mol
total energy: -323.14942 Ha
SMILES: [H]/N=N\C.C/C=N\C
highest occupied orbital energy: -9.0 eV
LUMO: 0.582 eV
max |F|: 3.50 eV Å⁻¹
gap between HOMO and LUMO: 0.3509 Eh

Atomic partial charges in e from the Löwdin method, atoms 1 to 2:
1 H 0.08
2 N 0.01

C15H12F4N4O4PdS2 | the ωB97M-V functional and the def2-TZVPD basis

Geometry as ORCA input:
```
! RIJCOSX wB97M-V def2-TZVPD def2/J DEFGRID3
* xyz -2 1
Pd -0.21799 -0.02717 0.95810
C -0.35506 -3.58253 -0.82956
C -1.32678 -2.59074 -1.36887
N -1.25987 -1.33553 -1.11647
C -2.26509 -0.61337 -1.69835
C -3.15642 -1.34877 -2.41084
S -2.71748 -3.00899 -2.36004
C -2.19951 0.83559 -1.51280
C -2.97202 1.77873 -2.10847
S -2.44418 3.33748 -1.63346
C -1.20122 2.60854 -0.64932
N -1.21955 1.32013 -0.68058
C -0.23611 3.41322 0.13838
H 0.18801 -3.07967 -0.02777
H 0.35358 -3.89668 -1.59852
H -0.85838 -4.46577 -0.43501
H -4.02628 -1.01027 -2.94988
H -3.78365 1.63501 -2.80250
H -0.47622 4.47703 0.09832
H 0.74706 3.24138 -0.30391
H -0.23821 3.04715 1.16741
F 1.28418 -0.86312 3.39487
C -0.01468 -0.66988 2.87821
F -0.59811 -1.92558 3.19174
F -0.57884 0.12793 3.89268
F 4.23067 -2.88884 -1.04507
C 4.23200 -2.12490 -2.15528
C 3.84051 -0.84040 -2.09932
N 3.85485 -0.02840 -3.20526
C 3.44768 1.37666 -3.08096
C 2.07879 1.60584 -2.35703
O 1.64351 2.76283 -2.53006
O 1.64914 0.66685 -1.67097
C 4.24164 -0.50789 -4.43244
O 4.29669 0.15714 -5.45414
N 4.59679 -1.84482 -4.44269
C 4.65120 -2.74557 -3.38049
O 5.02383 -3.89376 -3.55731
H 3.45803 -0.39359 -1.19151
H 3.40668 1.79652 -4.07836
H 4.20423 1.91958 -2.50940
H 4.87917 -2.19918 -5.34316
*
```

Properties
relative energy (zero: lowest compared OMol25 entry of this formula, charge and spin): 23.8 kcal/mol
total energy: -2422.59198 Ha
highest occupied orbital energy: 0.7 eV
LUMO: 4.059 eV
max |F|: 0.53 eV Å⁻¹
gap between HOMO and LUMO: 0.1253 Eh

Atomic partial charges in e from the Löwdin method, atoms 1 to 2:
1 Pd 0.28
2 C -0.08

C22H43IN3O2 | the ωB97M-V functional and the def2-TZVPD basis

Geometry as ORCA input:
```
! RIJCOSX wB97M-V def2-TZVPD def2/J DEFGRID3
* xyz 1 1
C 2.77102 -0.39798 3.21626
C 2.24896 -0.28739 1.81623
C 3.07310 -0.97114 0.77161
N 1.18184 0.40509 1.55656
C -0.07760 -0.22063 1.18857
I -0.24281 -2.30379 1.67820
C -0.33445 0.08564 -0.31091
C -1.81002 0.58665 -0.36647
O -2.58512 -0.58979 -0.40494
C -3.99583 -0.33321 -0.62041
C -4.86646 -0.45661 0.61569
C -6.24042 0.14438 0.23241
C -5.12537 -1.89617 1.13368
C -5.11605 -1.82012 2.67782
C -4.09372 -2.95822 0.73388
C -1.94377 1.10581 1.04892
N -1.08142 0.66593 1.87261
C -0.98245 0.90853 3.30427
C -2.40245 0.94112 3.93450
C -2.49564 0.36305 5.29060
O -2.54411 1.78150 5.02271
H 2.70563 -1.45110 3.50088
H 2.20752 0.23226 3.89731
H 3.82120 -0.09653 3.27188
H 4.07972 -0.54993 0.78160
H 3.15129 -2.03425 1.02171
H 2.61704 -0.88432 -0.21174
H 0.40933 0.72964 -0.76513
H -0.34694 -0.84105 -0.88573
H -1.93376 1.29536 -1.18303
H -4.10046 0.68034 -1.02180
H -4.31660 -0.99581 -1.42548
H -4.46818 0.17657 1.41741
H -6.90621 0.20728 1.09037
H -6.70094 -0.56378 -0.46117
H -6.15339 1.09397 -0.29486
H -6.13660 -2.21070 0.87845
H -4.10952 -1.62634 3.05631
H -5.80043 -1.04971 3.03795
H -5.43803 -2.78515 3.07369
H -3.70868 -2.87552 -0.28003
H -3.30000 -3.01964 1.47517
H -4.59110 -3.93135 0.78410
H -2.74635 1.77314 1.34439
H -0.53850 0.04885 3.79265
H -0.51254 1.85621 3.54606
H -3.24836 0.78600 3.26965
H -1.58672 0.06506 5.79660
H -3.46195 0.03633 5.64847
C 6.26457 0.74519 -5.25777
C 4.81902 1.04607 -4.89137
N 4.31613 0.21036 -3.81443
C 2.87600 0.27801 -3.65296
C 2.25305 1.61578 -3.23133
C 5.08713 0.23270 -2.58577
C 5.30111 1.58544 -1.89261
H 6.39711 -0.31309 -5.48474
H 6.54609 1.31802 -6.14147
H 6.95639 1.01894 -4.46013
H 4.20618 0.86044 -5.77708
H 4.72558 2.11951 -4.66575
H 2.56980 -0.49749 -2.94166
H 2.42595 -0.01815 -4.60547
H 2.43178 1.83643 -2.17803
H 1.16876 1.57315 -3.36886
H 2.62154 2.44979 -3.82756
H 6.06982 -0.19815 -2.79191
H 4.63121 -0.46273 -1.87438
H 5.59446 2.36759 -2.59286
H 6.10207 1.49510 -1.15529
H 4.41253 1.91860 -1.35606
*
```

Properties
total energy: -1476.10125 Ha
highest occupied orbital energy: -10.1 eV
LUMO: -3.944 eV
max |F|: 4.47 eV Å⁻¹
gap between HOMO and LUMO: 0.2257 Eh

Atomic partial charges in e from the Löwdin method, atoms 1 to 2:
1 C -0.02
2 C -0.42

C4H2HgO2 | the ωB97M-V functional and the def2-TZVPD basis

Geometry as ORCA input:
```
! RIJCOSX wB97M-V def2-TZVPD def2/J DEFGRID3
* xyz 1 2
H 0.24020 -2.21107 -0.93484
C 0.32429 -1.23251 -0.45387
C -0.68459 -0.40855 -0.25876
O 1.61474 -1.01513 -0.06884
O 1.79180 0.26451 0.59101
Hg 3.02958 0.40753 -0.74091
C -2.16328 1.40306 0.65477
C -1.42662 0.68539 -0.03194
H -2.72612 2.10676 1.24337
*
```

Properties
<S²>: 0.787
relative energy (zero: lowest compared OMol25 entry of this formula, charge and spin): 177.8 kcal/mol
total energy: -456.82293 Ha
highest occupied orbital energy (alpha / beta): -12.0 / -13.3 eV
LUMO (alpha / beta): -8.331 / -7.511 eV
max |F|: 8.79 eV Å⁻¹
gap between HOMO and LUMO (alpha / beta): 0.1359 / 0.2111 Eh

Atomic partial charges in e from the Löwdin method, atoms 1 to 2:
1 H 0.15
2 C -0.15

C38H67FNO21P | the ωB97M-V functional and the def2-TZVPD basis

Geometry as ORCA input:
```
! RIJCOSX wB97M-V def2-TZVPD def2/J DEFGRID3
* xyz 0 1
C -2.67848 10.00188 0.38826
C -1.52316 9.90773 -0.56547
O -0.92596 10.89446 -0.96508
O -1.20677 8.65781 -1.01546
C -0.45418 7.86432 -0.07726
C -0.75853 6.39985 -0.24608
C 0.20755 5.66276 -1.17766
C 0.19762 4.14655 -0.91353
C -0.33244 3.31300 -2.08870
C 0.38908 1.97210 -2.18964
C -0.26266 1.09498 -3.27626
C -0.21215 -0.36335 -2.95546
O 1.15050 -0.75619 -2.71766
P 1.23454 -2.18989 -2.02794
O 0.59620 -2.10258 -0.71406
O 2.71805 -2.66177 -2.06555
C 3.56177 -2.45990 -0.88620
C 3.86263 -3.75910 -0.14274
C 3.80298 -3.64569 1.39043
C 2.47160 -4.09605 1.98334
C 2.32883 -3.85448 3.52568
N 3.49836 -3.35465 4.21827
O 0.43416 -3.19181 -2.95730
C 0.55855 -4.57299 -2.56418
C -0.80422 -5.21483 -2.58689
C -0.74575 -6.58956 -1.97723
F -1.73056 -4.43322 -1.93247
H -2.51616 9.33678 1.22831
H -3.59076 9.68645 -0.10161
H -2.75131 11.01470 0.74441
H -0.70696 8.18199 0.92932
H 0.59959 8.07331 -0.21718
H -1.76734 6.24125 -0.60862
H -0.67869 5.93752 0.73033
H 1.20493 6.06363 -1.04424
H -0.06220 5.83394 -2.21238
H -0.44510 3.94359 -0.06592
H 1.19003 3.79407 -0.66773
H -0.17047 3.85025 -3.01964
H -1.40235 3.15716 -2.00313
H 0.33657 1.47585 -1.22880
H 1.40773 2.19986 -2.47598
H -1.27768 1.44211 -3.42003
H 0.27353 1.27844 -4.20318
H -0.59569 -0.92991 -3.79912
H -0.86677 -0.60970 -2.13235
H 4.49870 -2.09820 -1.28456
H 3.19196 -1.68907 -0.22574
H 4.87442 -4.05054 -0.39619
H 3.23750 -4.56412 -0.50525
H 4.56080 -4.32950 1.75849
H 4.06010 -2.64855 1.72583
H 1.68421 -3.53976 1.48114
H 2.31938 -5.14874 1.76349
H 1.51524 -3.15890 3.68328
H 2.03201 -4.79634 3.97607
H 3.62584 -2.36443 4.11226
H 4.33795 -3.86479 4.00762
H 1.00581 -4.68609 -1.58349
H 1.18097 -5.07562 -3.29188
H -1.09659 -5.31084 -3.62884
H -0.60436 -6.54902 -0.91286
H 0.08090 -7.13832 -2.41131
H -1.64778 -7.12962 -2.22707
C -3.39443 -1.03214 1.84305
C -1.95134 -1.28000 2.19831
C -1.63500 -2.68117 2.64667
O -0.48648 -2.46977 3.48352
C -0.57185 -1.21517 3.97927
O 0.12476 -0.78756 4.84394
O -1.55257 -0.52009 3.36475
H -3.55731 0.02252 1.61738
H -3.67437 -1.62451 0.97195
H -4.05309 -1.28909 2.67443
H -1.29997 -0.98798 1.37947
H -1.39311 -3.34700 1.82720
H -2.42867 -3.12187 3.25666
C -1.46463 10.41861 -4.14649
C -2.91188 10.63753 -4.49589
C -3.73884 9.37962 -4.61034
O -4.77385 9.78307 -5.51808
C -4.26409 10.76887 -6.30281
O -4.79229 11.19672 -7.27177
O -3.06685 11.18525 -5.82056
H -0.91733 11.35964 -4.17309
H -1.36991 9.99348 -3.15605
H -0.98969 9.74832 -4.86511
H -3.36707 11.34156 -3.79268
H -4.16527 9.05554 -3.66406
H -3.18573 8.55256 -5.06150
C 3.93110 0.36499 -4.37169
C 5.22164 0.71497 -3.68001
C 6.39147 0.99896 -4.59142
O 7.50784 0.65252 -3.75831
C 7.08140 -0.28639 -2.87574
O 7.78761 -0.91760 -2.16634
O 5.72903 -0.40103 -2.92377
H 3.17288 0.06607 -3.64812
H 3.55720 1.20868 -4.95223
H 4.06548 -0.48698 -5.04048
H 5.06295 1.54252 -2.98214
H 6.45392 2.03826 -4.90338
H 6.40507 0.35337 -5.47255
C 0.07578 -0.36850 8.10366
C 0.19877 -1.47989 9.11046
C -0.90476 -2.50784 9.06502
O -0.91218 -2.99970 10.41390
C -0.45224 -2.00181 11.21233
O -0.50098 -2.01209 12.39589
O 0.06247 -0.99601 10.46412
H 0.85425 0.37729 8.26172
H 0.16629 -0.75519 7.09024
H -0.88306 0.14335 8.20184
H 1.17912 -1.95700 9.02782
H -0.71178 -3.31552 8.36374
H -1.88170 -2.06674 8.85306
C -4.89287 -10.16851 -0.84099
C -3.58569 -10.26754 -0.09830
C -3.59324 -9.68999 1.29724
O -2.21479 -9.33233 1.47701
C -1.69761 -9.07897 0.25169
O -0.63950 -8.58228 0.05428
O -2.56268 -9.46390 -0.71960
H -4.77746 -10.51967 -1.86558
H -5.65677 -10.77077 -0.35056
H -5.23377 -9.13374 -0.88971
H -3.23299 -11.30245 -0.09038
H -3.90692 -10.40011 2.05757
H -4.19795 -8.78358 1.37496
*
```

Properties
total energy: -3564.33580 Ha
SMILES: CC(=O)OCCCCCCCCO[P@](=O)(OCCCCCN)OC[C@@H](C)F.C[C@@H]1COC(=O)O1.C[C@@H]1COC(=O)O1.C[C@@H]1COC(=O)O1.C[C@@H]1COC(=O)O1.C[C@@H]1COC(=O)O1
highest occupied orbital energy: -8.7 eV
LUMO: 0.241 eV
max |F|: 2.05 eV Å⁻¹
gap between HOMO and LUMO: 0.3279 Eh

Atomic partial charges in e from the Löwdin method, atoms 1 to 2:
1 C 0.03
2 C -0.52